(1)
{
  "formula": "C6H12O",
  "method": "ωB97M-V with the def2-TZVPD basis set",
  "homo_ev": -6.998,
  "e_above_lowest_ev": 5.314,
  "gap_ev": 8.1,
  "fmax_ev_per_a": 0.49,
  "charge": 0,
  "symbols": ["C", "C", "C", "C", "O", "C", "C", "H", "H", "H", "H", "H", "H", "H", "H", "H", "H", "H", "H"],
  "xyz": [[0.2016, 1.4453, -1.4975], [-0.4533, 0.3689, -0.8028], [0.7044, -1.4629, -0.5247], [-0.3630, -1.9432, 0.4089], [-0.7940, -0.8696, 1.2665], [-0.7460, 0.4181, 0.6839], [0.2173, 1.3078, 1.4663], [0.7271, 0.1491, -1.2082], [0.0597, 1.5674, -2.5676], [0.8350, 2.1553, -0.9753], [-1.1830, -0.1722, -1.4030], [1.6894, -1.3203, -0.0594], [0.7688, -2.0012, -1.4778], [-0.0581, -2.7405, 1.1013], [-1.2169, -2.3307, -0.1731], [-1.7578, 0.8552, 0.7456], [1.2581, 1.0052, 1.2952], [0.1048, 2.3623, 1.1863], [0.0061, 1.2061, 2.5352]],
  "forces_ev_per_a": [[0.3, -0.2, -0.1], [-0.1, -0.3, 0.2], [-0.2, 0.4, -0.1], [0.0, -0.1, -0.1], [0.0, 0.0, 0.0], [0.0, 0.2, -0.1], [0.0, 0.0, 0.0], [0.3, 0.2, -0.3], [0.0, -0.1, 0.3], [-0.2, -0.2, 0.0], [0.1, 0.0, 0.2], [-0.2, 0.0, -0.1], [0.0, 0.1, 0.2], [0.0, 0.2, -0.2], [0.1, 0.1, 0.1], [0.1, -0.1, 0.0], [-0.2, 0.0, 0.0], [0.0, -0.2, 0.0], [0.0, 0.0, -0.2]]
}



(2)
{
  "formula": "C6H12O",
  "method": "ωB97M-V with the def2-TZVPD basis set",
  "homo_ev": -9.028,
  "e_above_lowest_ev": 1.565,
  "gap_ev": 9.9,
  "fmax_ev_per_a": 0.52,
  "charge": 0,
  "smiles": "CC=C(C)C.C=O",
  "symbols": ["C", "C", "C", "C", "C", "H", "H", "H", "H", "H", "H", "H", "H", "H", "H", "C", "O", "H", "H"],
  "xyz": [[-0.2561, 1.6909, -1.3209], [-0.7930, 0.8237, -0.2185], [-0.0370, 0.2027, 0.6937], [-0.6491, -0.6180, 1.7967], [1.4695, 0.3018, 0.6777], [-1.0615, 2.1800, -1.8777], [0.3980, 2.4741, -0.9187], [0.3299, 1.0994, -2.0384], [-1.8720, 0.6758, -0.1809], [-1.7276, -0.7476, 1.6581], [-0.4921, -0.1324, 2.7674], [-0.1876, -1.6125, 1.8672], [1.8166, 1.1891, 1.2205], [1.8587, 0.3656, -0.3448], [1.9288, -0.5703, 1.1576], [-0.1841, -1.8244, -1.2298], [-0.0116, -1.3803, -2.3378], [0.6587, -2.1415, -0.5820], [-1.1886, -1.9762, -0.7894]],
  "forces_ev_per_a": [[0.0, 0.1, 0.0], [0.1, -0.1, 0.2], [-0.1, 0.1, -0.1], [0.0, 0.0, 0.1], [0.1, 0.0, 0.0], [0.1, -0.1, 0.1], [-0.1, -0.1, -0.1], [-0.1, 0.1, 0.1], [0.1, 0.1, 0.1], [0.2, 0.1, 0.0], [0.0, -0.1, -0.1], [0.0, 0.1, 0.0], [0.0, -0.1, 0.0], [-0.1, 0.0, 0.2], [-0.1, 0.1, 0.0], [0.0, 0.1, -0.3], [0.0, -0.3, 0.4], [0.0, 0.1, -0.1], [0.1, 0.0, -0.2]]
}



(3)
{
  "formula": "C6H12O",
  "method": "ωB97M-V with the def2-TZVPD basis set",
  "homo_ev": -9.043,
  "e_above_lowest_ev": 1.975,
  "gap_ev": 10.0,
  "fmax_ev_per_a": 0.58,
  "charge": 0,
  "smiles": "CC(C)=CCC=O.[H][H]",
  "symbols": ["C", "C", "C", "C", "C", "C", "O", "H", "H", "H", "H", "H", "H", "H", "H", "H", "H", "H", "H"],
  "xyz": [[0.2175, 0.9413, -1.9783], [0.4082, 0.5298, -0.5430], [0.1418, 1.5884, 0.5047], [0.7946, -0.7132, -0.2441], [0.8694, -1.2901, 1.1489], [-0.4817, -1.9439, 1.3262], [-1.3807, -1.4811, 1.9898], [0.2073, 0.0712, -2.6429], [-0.7332, 1.4765, -2.0928], [1.0060, 1.6274, -2.3099], [-0.5199, 2.3696, 0.1121], [1.0769, 2.0792, 0.8091], [-0.3279, 1.1667, 1.4005], [0.9697, -1.4184, -1.0560], [1.6712, -2.0329, 1.2326], [1.0122, -0.5319, 1.9223], [-0.6366, -2.8583, 0.7101], [-2.1565, 0.2542, -0.4472], [-2.3635, -0.0919, 0.1763]],
  "forces_ev_per_a": [[0.0, 0.0, -0.1], [0.1, -0.1, 0.1], [0.0, 0.0, 0.0], [0.0, 0.1, -0.1], [0.0, 0.1, 0.2], [-0.3, 0.1, 0.2], [0.4, -0.3, -0.2], [0.1, 0.2, 0.1], [0.1, -0.1, 0.0], [-0.1, -0.1, 0.1], [0.1, -0.2, 0.1], [-0.2, -0.1, -0.1], [0.1, 0.1, -0.2], [0.0, 0.1, 0.1], [-0.1, 0.1, -0.1], [0.0, -0.1, -0.1], [-0.1, 0.1, 0.1], [-0.1, 0.0, 0.0], [-0.1, 0.0, 0.0]]
}



(4)
{
  "formula": "C6H12O",
  "method": "ωB97M-V with the def2-TZVPD basis set",
  "homo_ev": -8.891,
  "e_above_lowest_ev": 1.780,
  "gap_ev": 9.8,
  "fmax_ev_per_a": 0.70,
  "charge": 0,
  "smiles": "C/C=C/C.C=CO",
  "symbols": ["C", "C", "C", "C", "H", "H", "H", "H", "H", "H", "H", "H", "C", "C", "O", "H", "H", "H", "H"],
  "xyz": [[1.9135, -0.8540, 1.8764], [1.5911, 0.0160, 0.7047], [1.3876, -0.4155, -0.5289], [1.1093, 0.4707, -1.7120], [1.9752, -1.9062, 1.6028], [2.8698, -0.5543, 2.3096], [1.1710, -0.7560, 2.6708], [1.5381, 1.0825, 0.9100], [1.4908, -1.4833, -0.7198], [0.6373, 1.4012, -1.3962], [2.0323, 0.7273, -2.2319], [0.4640, -0.0355, -2.4275], [-3.2282, 1.1377, 0.0063], [-2.2695, 0.2378, -0.1176], [-2.5304, -1.0758, -0.3685], [-2.9611, 2.1517, 0.2611], [-4.2681, 0.8838, -0.1394], [-1.2213, 0.5151, -0.1836], [-1.7013, -1.5431, -0.5161]],
  "forces_ev_per_a": [[0.1, 0.0, 0.1], [-0.1, 0.0, 0.2], [0.2, -0.1, -0.3], [0.0, -0.1, 0.2], [0.0, 0.0, -0.1], [0.0, -0.1, 0.0], [0.0, 0.0, 0.0], [-0.1, 0.0, 0.0], [0.0, 0.0, 0.0], [0.0, 0.0, -0.1], [0.1, 0.0, -0.1], [-0.1, 0.1, -0.1], [0.0, 0.1, 0.1], [0.2, 0.1, -0.7], [0.1, -0.2, 0.0], [0.0, 0.1, -0.2], [-0.1, -0.1, 0.2], [0.0, 0.0, 0.5], [-0.1, 0.1, 0.1]]
}



(5)
{
  "formula": "C6H12O",
  "method": "ωB97M-V with the def2-TZVPD basis set",
  "homo_ev": [-6.984, -7.595],
  "e_above_lowest_ev": 4.746,
  "gap_ev": [7.6, 8.4],
  "fmax_ev_per_a": 2.43,
  "charge": 0,
  "symbols": ["C", "C", "C", "O", "C", "C", "C", "H", "H", "H", "H", "H", "H", "H", "H", "H", "H", "H", "H"],
  "xyz": [[-2.3465, 0.6332, -0.0528], [-1.2641, -0.2174, 0.5867], [-0.4802, -1.0556, -0.4773], [0.7934, -1.3620, -0.2107], [1.4632, -0.1017, -0.0766], [2.4904, 0.0508, -1.1597], [-0.5184, 0.3725, 1.6321], [-2.8940, 0.0850, -0.8263], [-1.8882, 1.5083, -0.5249], [-3.0492, 0.9795, 0.7110], [-1.6754, -1.1787, 0.9901], [-0.9963, -1.8698, -0.9865], [0.6651, 0.6166, -0.3042], [1.9017, -0.0050, 0.9228], [3.3153, -0.6525, -1.0418], [2.8759, 1.0742, -1.1092], [2.0043, -0.1009, -2.1272], [-0.5504, 1.4421, 1.8118], [0.1535, -0.2186, 2.2427]],
  "forces_ev_per_a": [[0.0, 0.1, 0.1], [-0.7, -1.9, -1.3], [-0.8, 0.0, -0.2], [0.5, 0.1, 0.1], [0.4, 0.1, -0.4], [0.2, 0.0, -0.1], [0.4, 0.7, 1.3], [0.1, 0.1, 0.1], [-0.1, -0.1, 0.0], [0.0, 0.0, -0.1], [-0.4, 0.5, 0.2], [-0.2, 0.0, 0.3], [0.7, 0.5, 0.5], [-0.2, 0.1, -0.2], [0.0, 0.0, -0.1], [0.1, -0.1, -0.1], [0.2, 0.0, 0.0], [-0.1, -0.1, 0.1], [-0.1, 0.1, -0.1]]
}



(6)
{
  "formula": "C6H12O",
  "method": "ωB97M-V with the def2-TZVPD basis set",
  "homo_ev": -9.697,
  "e_above_lowest_ev": 0.453,
  "gap_ev": 10.8,
  "fmax_ev_per_a": 0.48,
  "charge": 0,
  "smiles": "CCC(C=O)CC",
  "symbols": ["C", "C", "C", "C", "O", "C", "C", "H", "H", "H", "H", "H", "H", "H", "H", "H", "H", "H", "H"],
  "xyz": [[0.9932, 1.1650, 2.0824], [1.1235, 0.2060, 0.9017], [-0.1356, 0.1692, 0.0159], [-1.1752, -0.6981, 0.6924], [-2.2178, -0.3185, 1.1668], [0.1719, -0.4270, -1.3648], [-1.0417, -0.5112, -2.3015], [1.8556, 1.0917, 2.7527], [0.9301, 2.2016, 1.7326], [0.0890, 0.9576, 2.6657], [1.9864, 0.4875, 0.2846], [1.3332, -0.8117, 1.2645], [-0.5593, 1.1775, -0.0794], [-0.8968, -1.7801, 0.7238], [0.6042, -1.4259, -1.2121], [0.9616, 0.1762, -1.8284], [-0.9573, -1.3605, -2.9867], [-1.1409, 0.3959, -2.9064], [-1.9805, -0.6345, -1.7486]],
  "forces_ev_per_a": [[0.0, 0.0, 0.1], [0.0, 0.0, 0.0], [-0.1, 0.1, 0.0], [-0.2, 0.1, 0.1], [0.4, -0.1, -0.2], [0.1, -0.1, 0.0], [-0.1, 0.0, 0.0], [-0.1, 0.0, -0.1], [0.0, -0.1, 0.0], [0.1, 0.0, -0.1], [-0.1, 0.0, 0.1], [0.0, 0.1, -0.1], [0.1, -0.1, 0.0], [-0.1, 0.1, 0.1], [-0.1, 0.1, 0.0], [-0.1, -0.1, 0.1], [0.0, 0.2, 0.1], [0.0, -0.1, 0.1], [0.2, 0.0, -0.1]]
}



(7)
{
  "formula": "C6H12O",
  "method": "ωB97M-V with the def2-TZVPD basis set",
  "homo_ev": -8.778,
  "e_above_lowest_ev": 2.435,
  "gap_ev": 9.5,
  "fmax_ev_per_a": 2.21,
  "charge": 0,
  "smiles": "CCC/C=C/CO",
  "symbols": ["C", "C", "C", "C", "C", "C", "O", "H", "H", "H", "H", "H", "H", "H", "H", "H", "H", "H", "H"],
  "xyz": [[1.0676, -2.9738, 0.3569], [0.6576, -1.5938, 0.8460], [-0.0073, -0.8157, -0.3219], [-0.7005, 0.4765, 0.0549], [-0.7195, 1.5055, -0.8150], [-0.3637, 2.8915, -0.3440], [-1.3335, 3.6189, 0.4163], [0.3193, -3.4687, -0.2627], [1.9656, -2.9072, -0.2585], [1.2970, -3.6297, 1.1984], [1.5406, -1.0217, 1.1183], [-0.1538, -1.6210, 1.5708], [0.6529, -0.6206, -1.1698], [-0.6229, -1.5740, -0.8387], [-0.9603, 0.6646, 1.0903], [-0.8991, 1.4000, -1.8783], [0.5917, 2.9591, 0.1521], [-0.1476, 3.5162, -1.2245], [-2.1841, 3.1938, 0.3094]],
  "forces_ev_per_a": [[0.4, -0.2, 0.3], [-0.7, 0.7, -1.8], [-1.1, -1.4, -1.1], [0.9, 0.0, -1.1], [-0.2, 0.3, 1.3], [-1.0, 1.5, -1.2], [0.2, -0.2, 0.5], [-0.2, 0.1, 0.2], [0.1, 0.0, 0.0], [0.0, 0.0, -0.1], [-0.1, -0.1, 0.8], [0.5, -0.2, 0.7], [0.6, 0.3, 0.5], [-0.7, 0.3, 0.5], [0.7, 0.1, 0.3], [0.9, -0.4, -0.2], [0.1, -0.6, 0.8], [-0.3, -0.3, -0.3], [-0.1, -0.1, -0.1]]
}



(8)
{
  "formula": "C6H12O",
  "method": "ωB97M-V with the def2-TZVPD basis set",
  "homo_ev": -9.597,
  "e_above_lowest_ev": 1.680,
  "gap_ev": 10.8,
  "fmax_ev_per_a": 0.27,
  "charge": 0,
  "smiles": "CCOCC1CC1",
  "symbols": ["C", "C", "O", "C", "C", "C", "C", "H", "H", "H", "H", "H", "H", "H", "H", "H", "H", "H", "H"],
  "xyz": [[-1.4932, 2.4642, 0.1481], [-0.3136, 1.7493, 0.8069], [0.3512, 1.0629, -0.2352], [1.1791, -0.0243, 0.1052], [0.4321, -1.3354, 0.2393], [0.9483, -2.5373, -0.5086], [-0.3057, -1.8506, -0.9619], [-1.5975, 3.5014, 0.4763], [-1.2950, 2.4655, -0.9263], [-2.4421, 1.9460, 0.3137], [-0.6520, 1.0623, 1.5983], [0.3725, 2.4720, 1.2791], [1.8859, -0.1048, -0.7294], [1.7674, 0.1837, 1.0125], [-0.0259, -1.5305, 1.2074], [1.8434, -2.4054, -1.1126], [0.8665, -3.5156, -0.0442], [-0.2679, -1.2466, -1.8647], [-1.2537, -2.3569, -0.8039]],
  "forces_ev_per_a": [[0.0, 0.1, 0.0], [-0.1, 0.1, 0.2], [0.0, 0.0, -0.1], [0.2, -0.2, 0.0], [0.0, 0.1, 0.2], [0.1, -0.1, 0.0], [-0.2, 0.0, -0.1], [0.0, -0.1, 0.1], [-0.1, 0.1, 0.1], [0.2, 0.0, 0.0], [0.1, 0.0, -0.2], [-0.1, -0.2, -0.1], [-0.1, 0.0, 0.1], [-0.1, 0.0, -0.1], [0.1, 0.0, -0.2], [-0.2, 0.0, 0.1], [0.0, 0.2, -0.1], [0.0, -0.1, 0.2], [0.2, 0.1, 0.0]]
}



(9)
{
  "formula": "C6H12O",
  "method": "ωB97M-V with the def2-TZVPD basis set",
  "homo_ev": -8.788,
  "e_above_lowest_ev": 4.357,
  "gap_ev": 9.4,
  "fmax_ev_per_a": 0.38,
  "charge": 0,
  "symbols": ["C", "C", "C", "O", "C", "C", "C", "H", "H", "H", "H", "H", "H", "H", "H", "H", "H", "H", "H"],
  "xyz": [[-2.3362, 0.4629, 0.0080], [-1.2332, -0.5307, 0.2375], [-0.4593, -1.0805, -0.8554], [0.6161, -1.7226, -0.6156], [1.5591, -0.0364, 0.6436], [2.4000, 0.4375, -0.5102], [0.4500, 0.6363, 1.0848], [-3.3392, 0.0344, 0.0966], [-2.2293, 0.9192, -0.9832], [-2.2422, 1.2541, 0.7600], [-1.2498, -1.1470, 1.1333], [-1.4867, -1.7198, -0.7949], [-0.6036, -0.5035, -1.7927], [1.9849, -0.8116, 1.2746], [2.8441, -0.4019, -1.0502], [3.2150, 1.0803, -0.1498], [1.8042, 1.0325, -1.2146], [0.2121, 1.5960, 0.6239], [0.0941, 0.5007, 2.1042]],
  "forces_ev_per_a": [[0.0, 0.1, 0.0], [0.2, 0.3, 0.2], [-0.2, 0.1, -0.1], [0.1, 0.1, 0.0], [-0.1, 0.0, 0.0], [-0.1, 0.0, 0.0], [0.3, 0.2, 0.1], [0.2, 0.0, 0.0], [-0.1, -0.1, 0.2], [-0.1, -0.1, -0.1], [0.0, 0.1, -0.1], [0.0, -0.1, -0.1], [0.2, -0.1, 0.0], [-0.1, 0.0, -0.2], [-0.1, 0.1, 0.1], [-0.1, -0.1, 0.0], [0.1, -0.1, 0.2], [-0.1, -0.2, 0.0], [0.1, 0.0, -0.2]]
}



(10)
{
  "formula": "C6H12O",
  "method": "ωB97M-V with the def2-TZVPD basis set",
  "homo_ev": -9.428,
  "e_above_lowest_ev": 1.340,
  "gap_ev": 10.5,
  "fmax_ev_per_a": 0.57,
  "charge": 0,
  "smiles": "C=CCC.CC=O",
  "symbols": ["C", "C", "C", "C", "H", "H", "H", "H", "H", "H", "H", "H", "C", "C", "O", "H", "H", "H", "H"],
  "xyz": [[-0.5954, 1.5502, 1.4433], [-1.3751, 0.5028, 1.1837], [-1.6609, -0.0383, -0.1910], [-1.4029, -1.5435, -0.3004], [-0.4465, 1.9095, 2.4589], [-0.0805, 2.0776, 0.6427], [-1.8673, -0.0150, 2.0103], [-1.0594, 0.5083, -0.9267], [-2.7150, 0.1572, -0.4345], [-1.7130, -1.9281, -1.2780], [-0.3397, -1.7739, -0.1667], [-1.9581, -2.0959, 0.4672], [2.2318, -0.3240, -0.2088], [2.0742, 0.6597, -1.3344], [1.2645, 1.5574, -1.3651], [1.4745, -0.1558, 0.5614], [2.1582, -1.3459, -0.6007], [3.2350, -0.2230, 0.2239], [2.7755, 0.5206, -2.1849]],
  "forces_ev_per_a": [[-0.1, -0.1, 0.0], [0.1, 0.1, 0.1], [0.0, 0.1, 0.0], [0.0, -0.1, 0.0], [0.0, -0.1, -0.1], [-0.1, -0.1, 0.1], [0.1, 0.1, -0.1], [-0.1, -0.1, 0.1], [0.1, 0.0, 0.1], [0.1, 0.1, 0.1], [-0.2, 0.0, 0.0], [0.1, 0.1, -0.1], [-0.1, 0.0, 0.1], [-0.2, 0.2, 0.0], [0.4, -0.4, 0.0], [0.1, 0.0, -0.1], [0.0, 0.2, 0.0], [-0.1, 0.0, -0.1], [-0.1, 0.0, 0.1]]
}